*P*
The ion C4H9O2 with charge -1. Source: OMol25; level of theory: ωB97M-V with the def2-TZVPD basis set.

Geometry as XYZ:
```
15
Properties=species:S:1:pos:R:3
O -1.52329 1.07669 2.50406
O 0.26639 0.69934 -2.30088
C -0.68753 0.18767 1.98833
C -0.27055 0.51554 0.48355
C 0.14222 -0.70713 -0.31021
C 0.84182 -0.40459 -1.64194
H 0.73010 -1.21843 -2.36449
H -1.22272 0.95243 0.15081
H 1.90698 -0.23829 -1.49184
H 0.80371 -1.33393 0.29707
H -1.11879 -0.85077 1.87116
H 0.27933 0.00534 2.53695
H 0.49579 1.30761 0.40614
H -0.71964 -1.33181 -0.53218
H 0.07618 1.34032 -1.59654
```

Output
Frontier orbital gap   0.2277 hartree
SMILES   [O-]CCCCO
HOMO   -2.37 eV
Charge   -1
LUMO   3.825 eV

Löwdin atomic charge list, values in e, 4 entries:
1 O -0.36
2 O -0.10
3 C -0.58
4 C -0.24

=====

*Q*
The ion C4H9O2 with charge -1. Source: OMol25; level of theory: ωB97M-V with the def2-TZVPD basis set.

Geometry as XYZ:
```
15
Properties=species:S:1:pos:R:3
O 0.75445 1.87834 -0.95004
O -0.95121 -1.94955 -1.66949
C -0.15406 0.64589 1.04437
C 0.91562 1.49758 0.28777
C -0.38015 -0.74910 -1.11094
C -0.51180 -0.71248 0.40257
H -1.00667 1.30473 1.20673
H -1.50584 -0.95911 0.79053
H 0.33348 0.42493 1.99974
H 0.16262 -1.50186 0.76177
H 0.66621 -0.66709 -1.41134
H 1.91245 0.96182 0.56118
H 0.96514 2.36093 1.05066
H -0.81857 0.13485 -1.56996
H -0.38165 -2.66989 -1.39355
```

Output
Frontier orbital gap   0.2249 hartree
SMILES   [O-]CCCCO
HOMO   -2.34 eV
Charge   -1
LUMO   3.782 eV

Löwdin atomic charge list, values in e, 4 entries:
1 O -0.31
2 O -0.11
3 C -0.23
4 C -0.62

=====

*R*
A cluster of 2 separate species, C4H9O2 in total. Source: OMol25; level of theory: ωB97M-V with the def2-TZVPD basis set.

Geometry as XYZ:
```
15
Properties=species:S:1:pos:R:3
O -1.01163 2.34500 -0.29960
O -1.82111 0.60345 0.88081
C 0.18711 1.67884 1.62552
C -0.08184 -1.27357 -1.69259
C 0.65298 -1.57097 -0.39645
C -1.00727 1.51939 0.64806
H -0.33240 -0.21836 -1.78082
H 0.50900 -1.53033 -2.56944
H 0.77055 -2.63919 -0.22232
H 0.69115 2.60156 1.36550
H -1.01968 -1.82210 -1.76091
H 0.88250 0.84084 1.51857
H -0.16330 1.69716 2.66152
H 0.10468 -1.12119 0.43261
H 1.63925 -1.11052 -0.41046
```

Output
Frontier orbital gap   0.2949 hartree
HOMO   -3.86 eV
Charge   -1
LUMO   4.165 eV

Löwdin atomic charge list, values in e, 4 entries:
1 O -0.12
2 O -0.11
3 C -0.06
4 C -0.17

=====

How do the energies compare? Relative to the most stable structure, in eV: *P* 2.328; *Q* 2.517; *R* 0.000.

=====

*P*
A structure of composition C30H59BaN11O6P2S6. Source: OMol25; level of theory: ωB97M-V with the def2-TZVPD basis set.

Geometry as XYZ:
```
115
Properties=species:S:1:pos:R:3
Ba 0.53436 0.90510 0.39535
S 4.82602 1.16289 0.11323
S -3.06857 1.26521 -5.27256
S -0.60143 -4.65417 1.45331
S 4.36142 0.06715 1.79204
S 3.30005 0.99311 -1.26827
S 2.76184 0.97541 2.72492
P -2.57875 -0.51404 0.84263
P -1.33768 -2.11602 4.21666
O -2.19225 5.28532 -4.54162
O -2.73253 0.45025 -4.12963
O -3.15506 5.07367 -2.62079
O -0.53277 5.11353 2.09239
O -3.78075 2.50334 -5.09206
O 0.11418 3.16060 1.23838
N -0.27724 -4.13574 -1.20906
N -1.10396 2.47480 3.89143
N -0.40549 2.05502 -2.05806
N 1.19973 -1.81609 -0.33833
N 2.79782 4.20368 2.63416
N -0.80125 2.86662 -4.07662
N 3.18898 -2.92060 0.59727
N 3.26098 3.94420 0.40794
N -2.37224 4.71939 -3.47426
N -1.07224 -6.10010 -0.81349
N 2.11130 5.84275 1.14057
C 4.22380 -4.55922 2.07011
C -2.87155 -1.34111 3.52441
C 4.47998 -2.90126 -0.09704
C -3.84518 0.79976 1.02447
C 2.73234 4.97573 3.87305
C 4.93613 -4.34672 -0.33563
C -3.12205 -1.29321 -0.72690
C -1.30970 3.07031 -1.93443
C -0.64586 -4.96251 -0.19868
C 3.16846 -3.45400 1.96936
C -3.98562 0.26165 -6.41677
C 0.77491 0.91625 -3.91970
C -0.46124 -4.74422 -2.43386
C -0.12894 1.94397 -3.34185
C 2.14963 -2.31494 0.11407
C -0.96632 -5.96843 -2.18949
C 0.04772 3.33870 3.60964
C 2.71037 4.65285 1.39335
C 0.30889 4.40520 4.67987
C -1.56779 3.57656 -3.16692
C -0.16201 3.93658 2.20775
C -0.06759 -1.20441 3.25429
C -1.24926 -1.15285 5.78518
C -0.88044 2.89090 -5.53467
C -1.59487 -7.25476 -0.11425
C -3.15663 -1.75367 2.06880
C 4.35156 -5.28426 0.73251
C -1.54220 1.64806 -6.12966
C -3.30148 -1.05467 -6.74879
C 1.36831 5.47017 4.35018
H 3.38741 5.84591 3.76369
H 0.12829 2.98498 -5.93802
H -1.13538 -7.29556 0.87008
H -3.96625 -1.66967 -7.35382
H 3.93484 -5.24665 2.86530
H 5.19051 -4.13388 2.35289
H -0.01963 -1.62153 2.24457
H 0.59009 3.88731 5.60271
H -2.80125 -0.25128 3.62697
H -2.38452 -0.90179 -7.31887
H -1.25267 -6.75775 -2.86062
H -0.21754 -4.25873 -3.36094
H 2.16810 -3.85021 2.14801
H 4.36954 -2.32368 -1.01340
H -3.71075 1.31268 1.97703
H -2.53913 -2.20175 -0.89272
H 0.91295 -1.33575 3.71354
H -1.93095 3.04866 4.03028
H -4.85970 0.39911 0.96471
H -2.66060 -2.70000 1.82974
H -1.66934 3.41910 -0.97956
H 0.91529 2.68157 3.53734
H -1.78779 1.84889 -7.17367
H -1.43542 3.77918 -5.80978
H -4.17803 0.88517 -7.29027
H -0.91523 0.76061 -6.07196
H -4.18285 -1.55486 -0.70464
H -3.71216 1.53867 0.23191
H 3.17956 4.32257 4.62628
H 1.57412 6.04718 5.25560
H 3.77823 3.08504 0.60583
H 1.17138 5.93498 1.55153
H -1.35049 -0.07910 5.60905
H 2.82990 3.96208 -0.50332
H 4.63953 -4.68295 -1.33068
H 0.13237 -3.21762 -1.04417
H -2.94412 -0.61441 -1.56345
H -0.94697 1.97772 4.76222
H 3.36588 -2.63986 2.67163
H -4.22893 -1.90428 1.90881
H 5.18413 -2.35822 0.53545
H 0.20499 0.02140 -4.18009
H 2.15514 6.13582 0.17625
H -0.28598 -0.13101 3.22433
H -2.04115 -1.47434 6.46282
H -0.63153 4.92675 4.87398
H -3.06107 -1.60016 -5.83742
H -2.67549 -7.17779 0.00876
H 3.01891 3.19797 2.72170
H -3.69422 -1.66571 4.16614
H 4.97176 -6.17567 0.83128
H -4.93353 0.10923 -5.89630
H -1.35226 -8.15261 -0.67907
H 3.35763 -5.62171 0.42514
H 1.52716 0.64050 -3.18131
H 0.95329 6.17390 3.62956
H 1.29093 1.28162 -4.80755
H -0.29235 -1.33915 6.27404
H 6.02753 -4.37267 -0.30148
```

Output
Frontier orbital gap   0.2270 hartree
HOMO   -6.45 eV
LUMO   -0.273 eV

Löwdin atomic charge list, values in e, 4 entries:
1 Ba 1.38
2 S -0.14
3 S 0.65
4 S 0.58

=====

*Q*
A structure of composition C30H59BaN11O6P2S6. Source: OMol25; level of theory: ωB97M-V with the def2-TZVPD basis set.

Geometry as XYZ:
```
115
Properties=species:S:1:pos:R:3
Ba -0.16539 -0.30640 -1.08097
S -1.74755 -2.31488 -2.97042
S -1.27806 0.53735 -4.74390
S 0.17863 1.55594 -3.66187
S -4.14830 -1.94803 4.44292
S -0.94391 -1.47826 -4.69867
S -5.41058 0.73292 -0.89326
P 4.07955 0.24341 -0.73679
P 1.68754 0.08925 1.81164
O -3.57069 2.77245 3.23514
O 2.45282 -4.10226 -0.39148
O -2.83258 -2.18765 3.90229
O -5.47668 1.77037 3.22436
O 1.16095 -2.33769 -0.33269
O -4.45331 -0.67459 5.04082
N 1.82146 -1.56304 -2.83466
N -4.37547 3.24093 -1.08697
N 0.72053 4.49380 -0.93943
N -3.56551 1.87576 -2.54365
N -4.26278 -0.42378 1.85187
N 5.20926 -7.02426 -1.02780
N -2.27892 -0.30722 0.87859
N 4.70155 -4.82977 -1.52236
N 6.37882 -5.99132 -2.72361
N -4.29764 1.84252 2.92791
N -0.27798 2.42912 -0.03198
C 1.83090 -3.12438 -0.99086
C 1.32648 5.43408 0.00504
C 5.67836 0.93092 -1.34067
C -0.57230 6.82711 -0.89572
C -3.60505 -2.34189 0.37980
C -3.68274 0.77865 2.21058
C 4.40414 0.33373 1.08586
C -3.37814 -1.02924 1.03215
C 4.96309 -3.57671 -2.20845
C 4.17397 -3.47289 -3.51244
C 3.01241 1.72654 -0.98578
C 0.43290 5.00611 -2.28735
C -4.48671 -3.21941 5.64219
C -3.48296 3.95404 -1.87449
C 3.42659 -0.48897 1.92359
C 1.72396 1.60960 2.83472
C -5.09384 3.75657 0.05714
C 0.37605 6.60653 0.29006
C -4.43504 1.95070 -1.50705
C 0.13566 6.50482 -2.20874
C 1.80170 -2.98224 -2.51743
C -2.97787 3.09693 -2.78317
C 0.88505 -1.10180 2.94246
C -2.46536 0.82916 1.60144
C 2.70458 -3.86302 -3.38297
C -5.53100 -0.99173 2.28109
C -4.23088 -4.61970 5.11216
C 0.15591 3.40446 -0.48269
C -5.35163 -2.24067 3.14460
C 5.39940 -5.87371 -1.76493
H 0.70168 1.95718 2.98748
H 4.26414 -2.45370 -3.89919
H -6.05761 -0.22646 2.83581
H 2.62557 -4.90072 -3.04436
H 1.34670 -1.10752 3.93250
H 2.74891 -1.15695 -2.79655
H 3.20944 -4.54559 -0.90377
H -3.22438 -4.69318 4.70435
H 6.47656 0.20059 -1.20388
H 2.09418 1.60923 -0.40256
H 2.25793 5.78604 -0.44394
H 4.42227 -6.96333 -0.40012
H -1.43978 6.16971 -0.79349
H 0.96593 -2.09439 2.49763
H 1.37247 -1.36207 -3.72422
H 4.62061 -4.12888 -4.26612
H 3.40732 -1.51948 1.55472
H 0.76802 -3.30472 -2.71925
H -6.11873 -1.23501 1.39391
H -4.66505 -2.52389 0.20888
H 4.65402 -2.76949 -1.53619
H -4.52759 3.59707 0.97680
H 3.51211 2.64182 -0.65485
H -3.81476 -2.96151 6.46363
H 1.05876 7.08699 -2.28032
H 5.23524 -7.88077 -1.55974
H 7.14806 -6.60064 -2.49875
H 5.59804 1.14367 -2.40743
H 5.94969 1.85293 -0.82145
H -6.04540 3.23601 0.13545
H -0.41535 4.44426 -2.67140
H -4.94338 -4.89119 4.33353
H 2.26428 -3.83927 -4.38187
H -0.17555 -0.86875 3.04527
H 1.27777 4.78672 -2.94440
H -5.50864 -3.06338 5.98633
H -0.19686 6.41638 1.19868
H -0.94816 7.85036 -0.89149
H -5.26178 4.82311 -0.08094
H -0.47365 6.78342 -3.06943
H -5.00891 -3.10278 2.57617
H 2.19373 1.44544 3.80719
H -3.18768 -3.14932 0.98460
H 6.63665 -5.15082 -3.21176
H -2.26141 3.22584 -3.57277
H -6.30086 -2.48299 3.62340
H 6.03342 -3.41575 -2.38978
H -3.30676 5.00277 -1.72258
H 4.42337 1.38255 1.40005
H 1.58634 4.89371 0.91440
H -1.75732 1.63632 1.61291
H 2.72929 1.82973 -2.03435
H -4.33177 -5.34447 5.91872
H -3.33812 1.03275 -3.05462
H 2.26720 2.39624 2.30777
H 0.97203 7.50401 0.46920
H 5.41609 -0.05491 1.23698
H 3.74056 -0.52141 2.97253
H -3.11228 -2.33971 -0.59259
```

Output
Frontier orbital gap   0.2302 hartree
HOMO   -6.16 eV
LUMO   0.106 eV

Löwdin atomic charge list, values in e, 4 entries:
1 Ba 1.35
2 S -0.22
3 S -0.18
4 S -0.26

=====

How do the energies compare? Relative to the most stable structure, in eV: *P* 0.000; *Q* 0.302.

=====

*P*
An isolated molecule of C3H3NO2S. Source: OMol25; level of theory: ωB97M-V with the def2-TZVPD basis set.

Geometry as XYZ:
```
10
Properties=species:S:1:pos:R:3
S -1.86385 0.74761 -1.13679
O 0.40044 0.84764 0.09771
O 2.64983 0.23476 0.58902
N -0.56160 -1.13516 0.34959
C -0.72407 0.08975 -0.22770
C 0.74826 -1.33827 0.88704
C 1.39437 0.01224 0.55734
H -1.40668 -1.62233 0.44827
H 1.33901 -2.25315 0.48479
H 0.90703 -1.38167 2.01448
```

Output
Frontier orbital gap   0.3540 hartree
SMILES   O=C1CNC(=S)O1
HOMO   -9.41 eV
LUMO   0.225 eV

Löwdin atomic charge list, values in e, 4 entries:
1 S 0.75
2 O 0.03
3 O 0.07
4 N 0.03

=====

*Q*
An isolated molecule of C3H3NO2S. Source: OMol25; level of theory: ωB97M-V with the def2-TZVPD basis set.

Geometry as XYZ:
```
10
Properties=species:S:1:pos:R:3
S -0.31679 -1.36241 1.40395
O -1.50605 -0.85999 0.38920
O 1.28277 0.45539 2.40157
N 0.68859 0.07231 1.39606
C 0.78851 0.74566 0.02497
C -1.06032 -0.52760 -0.87471
C 0.03193 0.24208 -1.04658
H 0.31848 0.53936 -2.04359
H 1.48766 1.55271 0.01260
H -1.71478 -0.85753 -1.66347
```

Output
Frontier orbital gap (spin up / spin down)   0.2777 / 0.2933 hartree
SMILES   [O-][N+]1=CC=COS1
HOMO (spin up / spin down)   -8.23 / -8.17 eV
LUMO (spin up / spin down)   -0.678 / -0.192 eV

Löwdin atomic charge list, values in e, 4 entries:
1 S 1.06
2 O -0.45
3 O -0.08
4 N -0.51

=====

*R*
An isolated molecule of C3H3NO2S. Source: OMol25; level of theory: ωB97M-V with the def2-TZVPD basis set.

Geometry as XYZ:
```
10
Properties=species:S:1:pos:R:3
S -2.18295 -1.08778 -1.58791
O -0.81814 0.02522 0.30949
O 0.89197 -0.50324 -2.58414
N 0.39643 0.70394 0.58623
C 0.55985 -0.87027 -1.47199
C -0.81757 -0.53936 -0.94120
C 0.27318 1.10347 1.79789
H 1.25696 -1.50535 -0.80828
H 1.10183 1.69225 2.31599
H -0.66155 0.98113 2.38392
```

Output
Frontier orbital gap   0.3199 hartree
SMILES   C=NOC(=S)C=O
HOMO   -9.36 eV
LUMO   -0.650 eV

Löwdin atomic charge list, values in e, 4 entries:
1 S 0.81
2 O -0.16
3 O 0.05
4 N 0.02

=====

How do the energies compare? Relative to the most stable structure, in eV: *P* 0.000; *Q* 4.285; *R* 2.866.

=====

*P*
An isolated molecule of C3H3NO2S. Source: OMol25; level of theory: ωB97M-V with the def2-TZVPD basis set.

Geometry as XYZ:
```
10
Properties=species:S:1:pos:R:3
S 0.62505 2.47509 0.94766
O -0.40619 0.71947 -0.61995
O -1.00606 -1.27989 -1.82700
N 0.66785 -0.22598 1.10959
C 0.22893 -1.25028 0.27660
C 0.32613 0.85784 0.50089
C -0.44213 -0.69344 -0.75085
H -1.57364 -0.58589 -2.24836
H 1.31861 2.30162 2.03091
H 0.26146 -2.31854 0.58051
```

Output
Frontier orbital gap   0.3226 hartree
SMILES   Oc1cnc(S)o1
HOMO   -8.25 eV
LUMO   0.524 eV

Löwdin atomic charge list, values in e, 4 entries:
1 S 0.89
2 O 0.05
3 O 0.09
4 N 0.07

=====

*Q*
A structure of composition C3H3NO2S. Source: OMol25; level of theory: ωB97M-V with the def2-TZVPD basis set.

Geometry as XYZ:
```
10
Properties=species:S:1:pos:R:3
S -1.89054 1.70259 -0.20301
O -1.83552 2.15879 -1.67401
O -2.77384 2.21319 0.70938
N -0.16894 1.95692 -0.48510
C -1.50944 -0.29627 0.31606
C -0.24121 -0.43725 -0.13739
C 0.27918 0.77223 -0.76035
H -1.78824 -0.48838 1.26825
H 0.62428 -0.92919 0.32557
H 1.34186 0.73997 -0.94031
```

Output
Frontier orbital gap (spin up / spin down)   0.3178 / 0.3178 hartree
HOMO (spin up / spin down)   -9.77 / -9.77 eV
LUMO (spin up / spin down)   -1.120 / -1.120 eV

Löwdin atomic charge list, values in e, 4 entries:
1 S 0.79
2 O -0.35
3 O -0.27
4 N -0.05

=====

How do the energies compare? Relative to the most stable structure, in eV: *P* 0.000; *Q* 4.944.

=====

*P*
A cluster of 4 separate species, CH11N3O3 in total. Source: OMol25; level of theory: ωB97M-V with the def2-TZVPD basis set.

Geometry as XYZ:
```
18
Properties=species:S:1:pos:R:3
O 0.07294 0.45874 2.47790
O 1.52405 -1.18322 -1.10198
O 2.32576 0.53953 0.93787
N -1.49436 -0.56822 -1.90066
N -1.57238 -0.53422 0.42835
N -0.76626 1.34120 -0.77839
C -1.28723 0.08972 -0.64920
H 1.59456 -2.02246 -0.66224
H -1.03723 -1.46545 -1.89219
H -2.25237 -1.25716 0.30401
H -0.66350 1.84377 -1.64036
H -0.53571 0.77254 3.14523
H 1.45556 0.42884 1.33215
H -0.51599 0.30775 1.70967
H -1.36036 0.08829 -2.64971
H -0.21605 1.72509 -0.02904
H 2.94080 -0.05548 1.39643
H 1.78775 -0.50928 -0.42784
```

Output
Frontier orbital gap   0.3741 hartree
SMILES   N=C(N)N.O.O.O
HOMO   -9.42 eV
LUMO   0.759 eV

Löwdin atomic charge list, values in e, 4 entries:
1 O -0.09
2 O -0.08
3 O -0.06
4 N 0.10

=====

*Q*
A cluster of 4 separate species, CH11N3O3 in total. Source: OMol25; level of theory: ωB97M-V with the def2-TZVPD basis set.

Geometry as XYZ:
```
18
Properties=species:S:1:pos:R:3
O -1.46117 1.53560 -2.53004
O 1.42135 0.83967 -0.81584
O 4.70511 -0.36384 -0.47471
N -1.90113 -1.63844 0.29110
N -2.21031 0.48801 1.14241
N -0.13164 -0.61173 1.45698
C -1.49042 -0.54840 1.03693
H -1.10391 1.99930 -1.76471
H -0.01065 -0.17479 2.36330
H -1.59817 -2.52883 0.64829
H 4.90889 0.04242 0.37793
H -1.76121 1.25118 1.62710
H 3.77474 -0.21237 -0.66789
H 0.29944 -1.52948 1.54652
H -2.88871 -1.58572 0.10074
H -2.34111 1.90884 -2.63708
H 0.82609 0.58090 -0.08682
H 0.96281 0.54766 -1.61422
```

Output
Frontier orbital gap   0.3723 hartree
SMILES   N=C(N)N.O.O.O
HOMO   -9.74 eV
LUMO   0.395 eV

Löwdin atomic charge list, values in e, 4 entries:
1 O -0.07
2 O -0.07
3 O -0.07
4 N 0.12

=====

How do the energies compare? Relative to the most stable structure, in eV: *P* 0.112; *Q* 0.000.